Here is a structure of composition C27H49BBiN6Si from OMol25. Energies are from ωB97M-V/def2-TZVPD.

Values from the calculation:
- charge = +1
- highest occupied orbital energy (eV) = -9.95
- calculated total energy (eV) = -52125.724
- lowest unoccupied orbital energy (eV) = -3.4

The geometry in XYZ format:
```
85
C27H49BBiN6Si (ωB97M-V/def2-TZVPD)
Bi 0.0483 0.0490 0.2374
C 2.4343 0.0736 -4.7559
C 2.6090 0.0336 -3.2733
C 3.7979 -0.0195 -2.5732
C 3.4403 -0.0424 -1.2236
N 2.1170 -0.0044 -1.1182
N 1.5879 0.0417 -2.3851
B 0.0573 0.0507 -2.7574
N -0.7302 1.3589 -2.3607
N -1.0679 1.7534 -1.0872
C -1.7796 2.8741 -1.1742
C -1.9034 3.2352 -2.5158
C -1.2368 2.2598 -3.2313
C -1.0780 2.1747 -4.7135
C -2.3286 3.5872 0.0372
C -1.9218 2.8785 1.3241
C -1.7777 5.0186 0.0541
C -3.8591 3.6165 -0.0644
N -0.7030 -1.2667 -2.3334
N -0.9720 -1.6779 -1.0466
C -1.6530 -2.8236 -1.1093
C -1.8321 -3.1714 -2.4461
C -1.2249 -2.1738 -3.1842
C -1.1371 -2.0744 -4.6710
C -2.1223 -3.5826 0.1076
C -1.7857 -2.8396 1.3926
C -3.6436 -3.7575 0.0141
C -1.4369 -4.9554 0.1179
C 4.3423 -0.0925 -0.0149
C 3.5275 -0.1294 1.2746
C 5.2364 1.1538 -0.0167
C 5.2080 -1.3559 -0.0991
H 3.4148 0.0571 -5.2271
H 1.9173 0.9764 -5.0789
H 1.8680 -0.7826 -5.1203
H 4.7882 -0.0364 -2.9979
H 0.0393 0.0397 -3.9441
H -2.4118 4.0921 -2.9263
H -1.5810 3.0238 -5.1717
H -1.5156 1.2617 -5.1155
H -0.0302 2.2002 -5.0099
H -0.8336 2.8529 1.4388
H -2.3175 1.8587 1.3635
H -2.3220 3.4113 2.1886
H -0.6877 5.0183 0.1153
H -2.1712 5.5626 0.9147
H -2.0626 5.5623 -0.8473
H -4.2705 2.6056 -0.0920
H -4.1828 4.1356 -0.9673
H -4.2844 4.1369 0.7958
H -2.3376 -4.0375 -2.8396
H -1.6390 -2.9329 -5.1125
H -0.1034 -2.0694 -5.0144
H -1.6167 -1.1701 -5.0434
H -2.2715 -1.8604 1.4272
H -0.7055 -2.7152 1.5159
H -2.1425 -3.4053 2.2552
H -4.1488 -2.7901 -0.0093
H -4.0102 -4.3169 0.8766
H -3.9248 -4.3044 -0.8865
H -0.3512 -4.8524 0.1696
H -1.6784 -5.5223 -0.7819
H -1.7681 -5.5345 0.9818
H 2.9120 0.7700 1.3862
H 4.1937 -0.1706 2.1383
H 2.8890 -1.0175 1.3184
H 4.6389 2.0663 0.0316
H 5.8452 1.1985 -0.9205
H 5.9086 1.1377 0.8433
H 4.5891 -2.2551 -0.1090
H 5.8802 -1.4095 0.7593
H 5.8164 -1.3580 -1.0041
C 0.8364 1.5377 3.7012
Si -0.0187 -0.0061 3.0799
C -1.7641 -0.0423 3.7546
C 0.9176 -1.4984 3.7121
H 0.9850 1.4132 4.7786
H 0.2326 2.4331 3.5500
H 1.8178 1.7048 3.2527
H -1.7070 0.1453 4.8318
H -2.2370 -1.0140 3.6126
H -2.4128 0.7216 3.3228
H 0.7508 -1.5562 4.7926
H 1.9919 -1.4063 3.5464
H 0.5840 -2.4421 3.2780
```

Partial atomic charges computed with the Mulliken method, in multiples of e:
1. Bi 1.459
2. C -1.239
3. C 0.923
4. C -1.379
5. C -0.332
6. N -0.523
7. N 1.225
8. B -1.856
9. N 1.155
10. N -0.426
11. C -0.393
12. C -1.335
13. C 0.916
14. C -1.271
15. C 2.397
16. C -1.453
17. C -1.786
18. C -1.793
19. N 1.075
20. N -0.215
21. C -0.449
22. C -1.305
23. C 0.905
24. C -1.292
25. C 2.406
26. C -1.451
27. C -1.812
28. C -1.777
29. C 2.399
30. C -1.512
31. C -1.774
32. C -1.816
33. H 0.352
34. H 0.176
35. H 0.184
36. H 0.546
37. H -0.180
38. H 0.559
39. H 0.359
40. H 0.204
41. H 0.176
42. H 0.087
43. H 0.015
44. H 0.496
45. H 0.377
46. H 0.444
47. H 0.386
48. H 0.371
49. H 0.397
50. H 0.444
51. H 0.561
52. H 0.364
53. H 0.186
54. H 0.201
55. H 0.181
56. H -0.130
57. H 0.502
58. H 0.376
59. H 0.437
60. H 0.396
61. H 0.364
62. H 0.388
63. H 0.451
64. H 0.026
65. H 0.481
66. H 0.137
67. H 0.372
68. H 0.385
69. H 0.449
70. H 0.386
71. H 0.444
72. H 0.393
73. C -1.162
74. Si 0.843
75. C -1.163
76. C -1.195
77. H 0.410
78. H 0.334
79. H 0.334
80. H 0.435
81. H 0.330
82. H 0.316
83. H 0.428
84. H 0.339
85. H 0.341

---

Here is an isolated molecule of C4H6O2S in a non-equilibrium geometry from OMol25. Energies are from ωB97M-V/def2-TZVPD.

Values from the calculation:
- charge = 0
- relative energy (zero: lowest compared OMol25 entry of this formula, charge and spin) (kcal/mol) = 68.2
- highest occupied orbital energy (eV) = -9.00
- calculated total energy (eV) = -19172.347
- lowest unoccupied orbital energy (eV) = 0.7

The geometry in XYZ format:
```
13
C4H6O2S (ωB97M-V/def2-TZVPD)
C -1.2056 0.6590 0.1698
C 1.1667 -0.2743 -0.8334
C -0.5356 -0.3800 1.0187
C 0.6821 -1.0179 0.4090
O 0.0035 2.0856 -1.7018
O 0.7663 -0.2652 1.5181
S -0.3876 0.6714 -1.5034
H -2.2145 0.4219 0.0880
H -1.1567 1.5314 0.7565
H 1.8887 0.4894 -0.3783
H 1.5633 -0.9310 -1.6633
H -1.3218 -0.9081 1.7569
H 0.7513 -2.0822 0.3632
```

Partial atomic charges computed with the natural (NBO) method, in multiples of e:
1. C -0.644
2. C -0.624
3. C 0.066
4. C 0.043
5. O -0.957
6. O -0.463
7. S 1.226
8. H 0.230
9. H 0.248
10. H 0.260
11. H 0.237
12. H 0.190
13. H 0.189

---

Here is a cluster of 2 separate species, C10H15NO in total in a non-equilibrium geometry from OMol25. Energies are from ωB97M-V/def2-TZVPD.

Values from the calculation:
- charge = 0
- relative energy (zero: lowest compared OMol25 entry of this formula, charge and spin) (kcal/mol) = 65.2
- SMILES = Cc1ccccc1.CCC(N)=O
- highest occupied orbital energy (eV) = -8.60
- calculated total energy (eV) = -14148.750
- lowest unoccupied orbital energy (eV) = 0.8

The geometry in XYZ format:
```
27
C10H15NO (ωB97M-V/def2-TZVPD)
C -0.0305 0.1740 3.6691
C -0.5641 0.7752 2.3735
C -1.4960 -0.0958 1.7434
C -1.9049 0.1338 0.4348
C -1.6208 1.3825 -0.1399
C -0.6472 2.2750 0.5312
C -0.2308 1.9712 1.8487
H -0.4602 0.5616 4.6372
H 0.9767 0.1944 3.9623
H -0.1253 -0.8860 3.7631
H -2.0416 -0.9367 2.1917
H -2.6842 -0.5259 -0.0634
H -2.0417 1.8642 -1.0825
H -0.2431 3.1528 0.0132
H 0.2589 2.8392 2.3354
C 0.7519 -2.9449 -1.8841
C 1.3044 -1.7964 -1.1227
C 1.1592 -0.5763 -2.1474
N 2.1763 0.3213 -2.0234
O 0.1220 -0.5878 -2.7611
H 1.3054 -3.0885 -2.7579
H -0.2674 -2.8769 -2.2562
H 1.0507 -3.8303 -1.2554
H 0.4213 -1.5187 -0.3190
H 2.1117 -1.6672 -0.4525
H 2.0734 1.1668 -2.5392
H 3.1287 0.2152 -1.7641
```

Partial atomic charges computed with the natural (NBO) method, in multiples of e:
1. C -0.647
2. C -0.025
3. C -0.214
4. C -0.221
5. C -0.214
6. C -0.197
7. C -0.236
8. H 0.214
9. H 0.224
10. H 0.218
11. H 0.221
12. H 0.221
13. H 0.226
14. H 0.210
15. H 0.221
16. C -0.616
17. C -0.515
18. C 0.699
19. N -0.834
20. O -0.610
21. H 0.198
22. H 0.246
23. H 0.204
24. H 0.221
25. H 0.220
26. H 0.383
27. H 0.405

---

Here is a cluster of 2 separate species, C5H6N2O in total in a non-equilibrium geometry from OMol25. Energies are from ωB97M-V/def2-TZVPD.

Values from the calculation:
- charge = 0
- relative energy (zero: lowest compared OMol25 entry of this formula, charge and spin) (kcal/mol) = 120.1
- highest occupied orbital energy (eV) = -9.24
- calculated total energy (eV) = -10304.394
- lowest unoccupied orbital energy (eV) = -0.3

The geometry in XYZ format:
```
14
C5H6N2O (ωB97M-V/def2-TZVPD)
C 2.5442 0.3609 0.2521
C 1.2628 0.6765 0.1724
C 1.5395 -1.5007 -0.0600
C -1.9135 -0.1263 0.5881
C -0.8294 -0.4921 -0.3185
N 2.6867 -1.0322 0.1852
N 0.5756 -0.4891 -0.0957
O -1.6290 -1.4981 0.1808
H 3.3858 0.9264 0.3893
H 0.7758 1.5531 0.3024
H 1.1621 -2.5552 -0.1856
H -1.8813 0.0155 1.5842
H -2.7402 0.1296 0.0157
H -1.3641 0.3580 -1.9493
```

Partial atomic charges computed with the natural (NBO) method, in multiples of e:
1. C -0.088
2. C -0.071
3. C 0.210
4. C -0.139
5. C 0.437
6. N -0.437
7. N -0.436
8. O -0.474
9. H 0.209
10. H 0.213
11. H 0.210
12. H 0.196
13. H 0.199
14. H -0.028

---

Here is a cluster of 2 separate species, C26H28N4O6 in total in a non-equilibrium geometry from OMol25. Energies are from ωB97M-V/def2-TZVPD.

Values from the calculation:
- charge = 0
- relative energy (zero: lowest compared OMol25 entry of this formula, charge and spin) (kcal/mol) = 0.0
- SMILES = CC(=O)N1CCN2CCN(C(C)=O)c3cncc1c32.CC1(C)OC(=O)C(=Cc2ccccc2)C(=O)O1
- highest occupied orbital energy (eV) = -7.94
- calculated total energy (eV) = -45662.095
- lowest unoccupied orbital energy (eV) = 0.0

The geometry in XYZ format:
```
64
C26H28N4O6 (ωB97M-V/def2-TZVPD)
C 1.4721 -0.6410 5.0517
C 0.7422 -0.3502 3.7874
O 0.4607 -1.2771 3.0566
N 0.3947 0.9705 3.4763
C 0.5816 2.0373 4.4820
C -0.5595 3.0413 4.4479
N -0.7783 3.5242 3.0804
C -1.6021 4.7237 2.8977
C -1.3988 5.3020 1.5062
N -1.5662 4.2739 0.4572
C -2.1596 4.6165 -0.7654
C -2.4290 6.0480 -1.0705
O -2.4688 3.7823 -1.5913
C -1.0982 2.9568 0.7311
C -1.0843 1.9613 -0.2348
N -0.6581 0.7230 -0.0687
C -0.1977 0.4520 1.1394
C -0.1403 1.3370 2.2075
C -0.6391 2.6256 2.0070
H 2.1213 0.1849 5.3398
H 0.7667 -0.8421 5.8569
H 2.0964 -1.5233 4.9134
H 0.6524 1.6012 5.4835
H 1.5337 2.5383 4.2763
H -1.4871 2.5686 4.7888
H -0.3656 3.8982 5.1040
H -2.6497 4.4344 3.0357
H -1.3553 5.4514 3.6800
H -2.1103 6.1183 1.3447
H -0.3917 5.7234 1.4152
H -1.7077 6.7038 -0.5848
H -2.3547 6.2092 -2.1455
H -3.4339 6.3189 -0.7498
H -1.5046 2.1963 -1.1964
H 0.1087 -0.5647 1.3160
C 3.6163 -4.1715 -3.9648
C 3.6496 -3.7877 -2.4849
C 4.9400 -4.2861 -1.8246
O 3.6656 -2.3401 -2.3936
C 2.4598 -1.7083 -2.5452
O 2.3578 -0.5124 -2.7535
C 1.2334 -2.5055 -2.4529
C 0.0609 -1.9320 -2.7927
C -1.2508 -2.5762 -2.7490
C -1.4800 -3.7965 -3.3848
C -2.7100 -4.4076 -3.3179
C -3.7386 -3.8099 -2.6181
C -3.5284 -2.6053 -1.9747
C -2.2986 -1.9910 -2.0396
C 1.3372 -3.8355 -1.8304
O 0.3488 -4.3501 -1.3420
O 2.5572 -4.4544 -1.8055
H 2.7060 -3.7975 -4.4289
H 4.4671 -3.7344 -4.4823
H 3.6444 -5.2524 -4.0823
H 4.9378 -4.0079 -0.7723
H 5.0103 -5.3689 -1.8914
H 5.8096 -3.8377 -2.2986
H 0.0856 -0.8903 -3.0753
H -0.6623 -4.2795 -3.8914
H -2.8652 -5.3568 -3.8077
H -4.6993 -4.2967 -2.5605
H -4.3338 -2.1480 -1.4213
H -2.1102 -1.0842 -1.4890
```

Partial atomic charges computed with the natural (NBO) method, in multiples of e:
1. C -0.712
2. C 0.688
3. O -0.595
4. N -0.434
5. C -0.216
6. C -0.210
7. N -0.438
8. C -0.211
9. C -0.215
10. N -0.431
11. C 0.690
12. C -0.712
13. O -0.599
14. C 0.027
15. C 0.019
16. N -0.434
17. C 0.020
18. C 0.035
19. C 0.216
20. H 0.212
21. H 0.238
22. H 0.254
23. H 0.222
24. H 0.198
25. H 0.184
26. H 0.209
27. H 0.184
28. H 0.210
29. H 0.221
30. H 0.198
31. H 0.212
32. H 0.253
33. H 0.238
34. H 0.240
35. H 0.242
36. C -0.658
37. C 0.531
38. C -0.629
39. O -0.506
40. C 0.779
41. O -0.560
42. C -0.357
43. C 0.027
44. C -0.009
45. C -0.190
46. C -0.205
47. C -0.201
48. C -0.210
49. C -0.207
50. C 0.765
51. O -0.549
52. O -0.504
53. H 0.220
54. H 0.227
55. H 0.227
56. H 0.230
57. H 0.226
58. H 0.225
59. H 0.248
60. H 0.206
61. H 0.211
62. H 0.210
63. H 0.214
64. H 0.238